(1)
A single HO3PS2 molecule, computed with ωB97M-V/def2-TZVPD.

Structure (XYZ):
```
7
Properties=species:S:1:pos:R:3:lowdin_charge:R:1
H -1.39911 -1.73952 -0.12730 0.12
O 1.40298 -0.86504 -0.64754 -0.54
S 0.16427 -0.55163 -1.24532 0.58
S -0.85888 0.81234 0.22737 0.23
O -0.95644 -1.78081 -1.11618 -0.43
P 1.01891 1.78121 0.82066 0.60
O 0.62826 2.34345 2.08831 -0.56
```

Output
Electronic energy   -1364.03254 Eh
Spin multiplicity   1
Energy above the lowest of the compared OMol25 structures with the same formula, charge and spin   1.923 eV
Net charge   0
SMILES string   O=P#S#S(=O)O
HOMO-LUMO gap   9.075 eV

=====

(2)
A molecular structure, C31H38I2InN5OSSe2Si2, computed with ωB97M-V/def2-TZVPD.

Structure (XYZ):
```
83
Properties=species:S:1:pos:R:3:lowdin_charge:R:1
C 1.37447 1.74043 5.44268 -0.75
H -3.35161 2.15903 1.18538 0.11
H -0.77026 3.79189 2.82048 0.12
C -1.79223 -4.05806 -3.25957 -0.12
H 2.42205 2.75280 -4.00140 0.03
N -4.47302 0.34592 -0.54854 0.09
C -2.26714 3.00398 -0.38459 -0.26
H 0.26368 -2.59078 0.21903 -0.04
H -2.65424 3.72721 1.58504 0.13
H 4.13478 -2.79312 -0.94593 0.04
C -2.45496 2.77242 1.08783 -0.15
C -2.20522 -1.50027 -2.45784 -0.15
H 2.12137 3.05308 0.07552 0.03
C 1.63870 3.09503 -0.90295 -0.17
In -0.34573 0.22931 0.17319 0.74
C 1.10338 -0.04241 -1.47299 -0.41
H 0.27771 3.35384 1.46351 0.11
H 0.57168 3.21733 -0.74337 0.00
C -0.07719 -2.44394 3.14475 -0.14
C 0.53058 2.42771 4.58625 -0.11
H 4.38596 -1.46307 -2.07293 0.03
H -1.98554 3.34952 -4.16388 0.11
C -0.31641 2.95014 2.28440 -0.14
H -2.41492 -0.50263 -2.09515 0.06
C -2.39827 -1.81961 -3.79193 -0.05
C 3.86781 -1.75341 -1.15904 -0.19
H 4.24295 -1.14624 -0.33828 -0.02
H -1.64104 -5.09584 -3.52379 0.10
H 4.11992 1.12409 -0.46249 0.03
C 2.28542 0.82902 4.93529 -0.24
N -1.65297 2.05187 -1.08731 0.07
C -2.27148 -3.93559 3.71221 -0.11
Se -1.25280 -5.03153 -0.63873 0.66
H 4.38527 2.40170 -1.64867 0.04
C 2.29582 0.56718 3.57484 -0.63
Si 2.10444 1.53400 -1.84520 0.43
C 0.55593 2.17222 3.22426 -0.15
C 1.66804 -2.57610 -2.97432 -0.16
H 2.98266 0.32220 5.58747 0.08
H -1.70999 1.47637 2.44509 0.09
H 0.39442 -0.20210 -2.29312 -0.03
H -1.98864 -3.36733 5.75940 0.11
N -1.34028 2.06665 1.70710 -0.10
H 0.81447 -1.88095 2.87748 0.07
H 0.87384 1.90871 -4.01827 0.01
H 2.36874 1.00798 -4.25342 0.03
O 1.31614 0.84516 1.41159 -0.23
C 1.34234 -2.70070 0.09863 -0.23
H -2.75737 -1.06819 -4.48256 0.11
H -2.29081 -3.40535 -5.23944 0.11
H 0.03600 -1.98917 5.23865 0.11
H 2.02192 -1.96144 -3.80667 0.03
C -1.57163 2.19633 -2.41367 -0.13
H 0.60705 -2.77398 -3.13435 0.00
C 3.93974 1.41444 -1.49911 -0.18
C -2.78590 4.14372 -0.98362 0.00
Si 1.99886 -1.71061 -1.33449 0.41
H -3.26669 4.89595 -0.37283 0.12
C -1.64107 -3.64309 -1.93981 -0.65
H -0.14028 3.18480 4.97430 0.10
C 1.91504 1.83322 -3.69785 -0.17
H -3.07780 5.17593 -2.84078 0.11
I 1.29405 2.09450 7.50323 0.84
C 1.38437 1.16423 2.68301 -0.44
C -3.66462 -0.12682 0.13259 -0.83
Se -2.79589 -4.60701 1.00617 0.65
C -1.62667 -3.27516 4.74354 -0.06
H 1.54705 -3.76754 -0.01154 0.03
N -1.79808 -2.38804 -1.54470 0.04
H 1.81840 -2.36632 1.02319 -0.02
H -1.06221 1.41085 -2.95665 0.09
H 4.45901 0.71284 -2.14775 0.02
C -0.50355 -2.51042 4.45971 -0.04
C -2.69026 4.29107 -2.35354 -0.04
C -2.07943 3.28688 -3.08922 -0.03
C -1.77954 -3.76872 2.42065 -0.69
H -3.12991 -4.56821 3.89548 0.10
H 2.19882 -3.53132 -3.01896 0.04
N -0.71357 -3.04580 2.13921 -0.01
H 2.00366 3.98228 -1.42580 0.04
S -2.52012 -0.81344 1.14924 0.66
I 3.74913 -0.72062 2.81103 1.00
C -2.15633 -3.11881 -4.20438 -0.06
```

Output
Electronic energy   -8118.77509 Eh
Spin multiplicity   1
Energy above the lowest of the compared OMol25 structures with the same formula, charge and spin   0.273 eV
Net charge   0
HOMO-LUMO gap   7.937 eV

=====

(3)
13 unconnected molecules or ions with the total composition C56H96N2O16, computed with ωB97M-V/def2-TZVPD.

Structure (XYZ):
```
170
Properties=species:S:1:pos:R:3:lowdin_charge:R:1
H -10.34666 4.18586 -2.14176 0.09
H 5.51470 -5.92323 9.33974 0.08
C -8.46425 5.01224 -1.52387 -0.06
C 4.51979 0.13791 -6.99433 -0.09
H 12.91660 4.84465 -0.54665 0.10
C -8.70996 2.77865 -2.51731 -0.11
O 3.10268 8.62852 -3.98770 -0.19
H 5.47122 -0.61657 -12.51697 0.09
C 7.50461 2.23749 8.14514 -0.12
H 8.37396 2.60965 7.62347 0.11
H 3.22770 10.43855 -4.96281 0.08
H -1.51661 1.25717 1.32409 0.11
H -5.45407 3.47206 -1.86523 0.10
C -6.27520 -4.01138 -1.52962 -0.11
H 3.12169 2.62798 0.84622 0.09
C -6.04437 -2.18231 6.01264 -0.21
H -4.03402 -1.84003 -11.45192 0.10
O -2.92238 0.27409 -10.75704 0.06
H 3.81694 -1.38344 -10.56116 0.13
O 4.52933 0.55248 -10.99087 -0.16
C 5.46473 -4.83737 9.25906 -0.09
C -6.76634 -4.15898 4.82274 -0.06
H 6.48128 0.41388 10.76150 0.10
H -4.84287 -4.58736 -3.01857 0.10
C 6.32022 2.82043 7.84498 -0.10
C 10.37234 4.10109 1.50250 -0.10
H 0.40436 -0.34011 1.68269 0.13
H 2.84961 0.87573 -8.98194 0.13
H -5.03244 -10.08583 0.16676 0.12
H 1.24242 6.74424 -3.33431 0.13
C 2.10436 2.49973 1.21596 -0.08
C 5.13490 2.57660 8.58174 -0.08
C -5.83070 -4.77470 -2.62423 -0.08
O -7.02877 -2.71844 5.13823 -0.22
H 4.73863 9.48701 -4.95170 0.08
H -7.34282 0.15859 4.37862 0.08
H -6.37313 -6.32379 -4.06046 0.10
H 5.37530 1.14826 -12.75267 0.08
H -2.40498 5.29182 4.85495 0.09
O 2.16243 -4.55488 6.76186 -0.17
H 3.21173 -2.71758 6.40086 0.12
C -3.52778 -8.66947 0.71125 -0.22
O 4.42253 -4.29383 8.42815 -0.22
H 3.89935 0.23293 -12.87854 0.08
H -3.16916 8.51422 2.18016 0.10
C 1.64214 -4.05877 8.00600 -0.10
H -6.62751 -10.80007 1.31596 0.08
H 4.21017 -0.74750 -6.43910 0.08
H 0.58352 -0.52854 -1.15095 0.08
H -7.15714 -9.98721 2.85074 0.09
H -0.02812 5.66680 4.58979 0.09
H -5.84828 -11.19610 2.85986 0.09
O -2.39250 -8.87920 1.52315 -0.19
C 12.14217 4.93563 0.20059 -0.11
H 9.79485 3.26116 1.85947 0.09
C 3.55233 -0.32860 -10.48793 -0.26
C 11.56702 3.85878 0.79756 -0.10
C 3.27860 -0.12263 -9.06741 -0.23
H 8.54567 1.01311 9.55171 0.10
C -7.04651 4.75065 -1.42647 -0.08
H -3.17860 -8.89275 -0.29688 0.12
H -0.56034 2.32067 0.41269 0.10
O -2.84314 -0.93052 -8.93026 0.03
N 1.07603 -6.09937 -5.58360 -0.41
C -6.32351 -10.40195 2.28404 -0.06
C -8.29623 -5.21437 -1.64984 -0.10
C 0.94614 7.54863 -4.00757 -0.22
C -0.68941 6.33748 4.06131 -0.07
C -5.10856 -1.44750 5.07858 -0.17
H 6.46922 -4.56987 8.93112 0.08
O 0.05239 -5.99085 -6.33463 0.03
H -2.36966 -2.40021 -11.56396 0.10
H -3.92070 -10.62103 1.27595 0.13
H 3.81158 0.95900 -6.88327 0.08
H -6.52291 -1.51017 6.72489 0.13
H 2.58792 -0.88187 -8.70049 0.13
H 3.50092 -3.76000 5.22977 0.12
H -0.74887 8.98039 1.92730 0.10
C 3.31822 -3.79800 6.30367 -0.20
O 4.50538 -0.25954 -8.36708 -0.18
H 0.57011 8.38990 -3.42536 0.13
H 1.44683 3.16357 0.65463 0.08
C 2.07349 8.18234 -4.82352 -0.22
C -6.59374 -5.81194 -3.13539 -0.10
H -4.00543 6.73257 3.41335 0.10
H -0.95815 -7.52206 0.43799 0.08
H -6.37752 5.47486 -0.98559 0.09
H 12.22058 7.09440 -0.14926 0.10
H 5.45456 0.43164 -6.51680 0.08
C 10.59693 6.50281 1.13819 -0.09
H 1.65008 9.06055 -5.31093 0.13
H -0.41857 -0.03303 -2.46017 0.08
H -7.76476 -3.78477 -0.05618 0.10
C -6.52000 3.58724 -1.99530 -0.11
H -1.92265 -6.91804 1.77548 0.08
C -2.06558 6.12652 4.25956 -0.07
H 5.36310 -4.40244 10.25335 0.08
H 2.09081 2.68601 2.28984 0.09
C -1.37015 -7.78463 1.41237 -0.05
H -5.69940 -4.27260 4.63086 0.08
C -7.49839 -4.23738 -0.99990 -0.08
O -5.29252 -9.40726 2.11558 -0.14
C 3.86344 9.77950 -4.37155 -0.08
H -4.12150 -1.62945 5.50368 0.11
C -9.28058 4.01354 -2.15509 -0.08
C 4.85853 0.27155 -12.36222 -0.09
C 6.48851 1.15575 9.97666 -0.10
H -0.75923 5.65644 -6.18533 0.09
H 5.37739 -3.71989 6.60150 0.12
C -1.07465 8.17583 2.56991 -0.11
C 7.58929 1.34023 9.17129 -0.10
C -0.21038 7.35571 3.17146 -0.11
O -0.12262 7.11375 -4.78748 -0.19
C 1.38373 -7.40965 -5.04585 0.01
C 5.24203 1.68329 9.62537 -0.10
C 4.55175 -4.31895 6.98565 -0.19
C 0.10977 5.95663 -5.59982 -0.08
H -6.92290 1.71432 -2.80699 0.11
H -0.60466 -7.96923 2.16606 0.08
C -2.44713 7.88058 2.67368 -0.11
H 2.48159 7.41811 -5.48496 0.11
C 0.57512 0.73422 1.61351 -0.20
H 2.00670 -4.64301 8.85091 0.08
H 0.19614 5.14464 -4.87779 0.08
N -2.85755 -0.79617 -10.17819 -0.43
H -5.53636 -3.33015 -1.13411 0.10
C -6.32988 0.52249 4.20648 -0.15
C -0.06647 0.28295 -1.47819 -0.11
C -4.53216 -9.74203 1.07209 -0.32
H 4.51935 1.42986 10.38689 0.10
H 0.55245 -4.07645 8.02502 0.08
H 0.42592 1.24853 -1.59356 0.09
O -5.30475 0.00495 4.96769 -0.18
H -5.55145 -3.00367 6.53273 0.12
H 6.17589 3.60471 7.11663 0.10
H 11.72297 2.81088 0.58782 0.10
O -1.04631 0.45644 -0.46787 -0.21
H -7.30181 -4.48477 3.93097 0.08
H 2.14633 -7.45878 -4.26860 0.10
C -0.63622 1.26706 0.68150 -0.15
H 4.18887 3.06401 8.39779 0.10
H -4.04842 -7.71190 0.70211 0.13
H -9.24027 1.99329 -3.03538 0.10
C -7.88657 -5.91715 -2.72756 -0.13
H 9.01692 5.49789 2.34680 0.09
H -7.12823 -4.85736 5.57733 0.08
H -8.56577 -6.64404 -3.14793 0.11
H 10.25765 7.52747 1.17507 0.09
H 1.08062 5.94631 -6.09523 0.08
H 0.82756 7.48529 2.90262 0.10
H -6.15684 0.27449 3.15927 0.09
H -3.25025 -2.75102 -10.02532 0.10
H -9.28578 -5.35754 -1.24155 0.10
H -8.91933 5.85749 -1.02902 0.09
C 9.87331 5.39560 1.69678 -0.08
H -6.39831 1.59291 4.40045 0.09
H 0.43907 -7.82698 -4.69722 0.11
C -2.93200 6.85130 3.40763 -0.11
O 1.79155 1.11383 1.08727 -0.21
C -7.36794 2.63237 -2.45272 -0.14
C 11.71861 6.27763 0.34804 -0.09
H 1.89202 -3.00168 8.09669 0.08
C -3.14190 -2.06978 -10.86930 0.03
H 0.51921 1.21358 2.59084 0.11
H -5.00103 -2.00395 4.14751 0.12
H 4.62654 -5.39215 6.81034 0.13
O 1.81950 -5.13986 -5.31461 0.06
H 2.57750 -0.23955 -10.96740 0.13
H 4.13899 10.36062 -3.49150 0.08
H 1.89566 -7.97739 -5.82283 0.11
```

Output
Electronic energy   -3504.00263 Eh
Spin multiplicity   1
Net charge   0
HOMO-LUMO gap   8.810 eV

=====

> Among the records above, which one has the highest HOMO-LUMO gap?

HO3PS2

=====

> The highest HOMO-LUMO gap belongs to which entry?

HO3PS2